(1)
Below is an isolated molecule of C4H6O2, with properties calculated with ωB97M-V/def2-TZVPD.

```
12
C4H6O2 (ωB97M-V/def2-TZVPD)
O -1.025 0.684 1.504
C -1.362 0.399 0.185
O -0.533 1.079 -0.710
C 0.682 0.369 -0.849
C 0.736 -1.080 -0.538
C 1.389 -0.299 0.276
H -2.406 0.660 0.022
H 1.243 0.798 -1.673
H -1.230 -0.676 -0.025
H 0.483 -2.083 -0.839
H -0.096 0.412 1.579
H 2.120 -0.263 1.069
```

Calculated values
E_LUMO: 1.00 eV
ΔE to the lowest compared entry with this formula, charge and spin: 3.631 eV
HOMO: -9.8352 eV
gap between HOMO and LUMO: 10.833 eV
E_tot: -306.3728 a.u.

***

(2)
Below is a structure of composition C33H46GeN4OPS3SeTi in a non-equilibrium geometry, with properties calculated with ωB97M-V/def2-TZVPD.

```
91
C33H46GeN4OPS3SeTi (ωB97M-V/def2-TZVPD)
Ti -0.757 0.644 -0.307
C -1.564 3.018 -3.225
C -2.175 1.681 -2.986
N -2.052 0.952 -1.892
C -2.855 -0.171 -1.946
C -3.541 -0.336 -3.104
S -3.236 0.976 -4.175
C -3.011 -0.939 -0.724
C -3.985 -1.838 -0.453
S -3.896 -2.332 1.189
C -2.506 -1.320 1.413
N -2.171 -0.648 0.330
C -1.876 -1.209 2.754
H -2.312 3.807 -3.116
H -1.166 3.084 -4.240
H -0.767 3.200 -2.509
H -4.223 -1.124 -3.377
H -4.769 -2.190 -1.103
H -2.390 -1.866 3.454
H -1.939 -0.188 3.134
H -0.820 -1.485 2.728
C -3.033 3.356 2.672
S -1.501 3.141 1.714
C -1.518 4.688 0.770
O -1.862 2.111 0.672
H -3.579 4.241 2.360
H -2.778 3.420 3.729
H -3.612 2.455 2.479
H -1.069 5.488 1.357
H -2.535 4.938 0.479
H -0.921 4.483 -0.118
N 0.959 2.117 -1.078
H 1.088 2.319 -2.064
H 1.462 1.234 -0.908
H 1.427 2.854 -0.564
C 0.463 5.099 4.103
Ge 1.406 3.365 4.193
C 3.216 3.664 4.895
C 0.390 2.120 5.326
C 1.670 2.601 2.354
Se 0.653 0.937 2.027
C 2.168 -0.274 2.163
H 0.536 5.576 5.081
H -0.595 4.985 3.866
H 0.927 5.764 3.375
H 3.186 4.164 5.863
H 3.792 4.289 4.212
H 3.741 2.716 5.017
H -0.020 2.652 6.186
H 1.032 1.321 5.697
H -0.427 1.666 4.767
H 2.720 2.354 2.197
H 1.372 3.328 1.600
H 2.716 -0.058 3.077
H 2.800 -0.175 1.283
H 1.767 -1.284 2.197
N 0.681 -0.568 -0.614
P 0.765 -1.895 -1.428
C 2.491 -2.521 -1.430
C 3.314 -2.294 -2.533
C 4.671 -2.574 -2.472
C 5.229 -3.075 -1.306
C 4.419 -3.304 -0.203
C 3.064 -3.022 -0.262
C 0.427 -1.820 -3.223
C 0.162 -0.601 -3.828
C -0.098 -0.539 -5.190
C -0.093 -1.699 -5.949
C 0.209 -2.918 -5.356
C 0.475 -2.978 -3.999
C -0.272 -3.308 -0.863
C -1.226 -3.960 -1.640
C -1.901 -5.065 -1.140
C -1.642 -5.526 0.140
C -0.743 -4.845 0.947
C -0.084 -3.732 0.455
H 2.893 -1.898 -3.448
H 5.296 -2.396 -3.337
H 6.289 -3.284 -1.253
H 4.851 -3.701 0.707
H 2.446 -3.202 0.607
H 0.182 0.288 -3.210
H -0.315 0.409 -5.665
H -0.306 -1.655 -7.010
H 0.237 -3.822 -5.951
H 0.734 -3.922 -3.534
H -1.436 -3.622 -2.645
H -2.635 -5.565 -1.759
H -2.157 -6.398 0.522
H -0.563 -5.180 1.961
H 0.602 -3.179 1.086
```

Calculated values
E_LUMO (alpha / beta): -1.89 / -1.88 eV
net charge: +1
<S²>: 2.0159
ΔE to the lowest compared entry with this formula, charge and spin: 1.752 eV
HOMO (alpha / beta): -6.6723 / -10.3029 eV
2S+1: 3
gap between HOMO and LUMO (alpha / beta): 4.780 / 8.422 eV
E_tot: -8442.9270 a.u.

***

(3)
Below is the ion C5H7N2O3S with charge +1 in a non-equilibrium geometry, with properties calculated with ωB97M-V/def2-TZVPD.

```
18
C5H7N2O3S (ωB97M-V/def2-TZVPD)
C 1.829 1.221 0.512
C 2.114 -0.047 0.038
C -0.104 1.355 -0.818
C -1.189 -1.605 -0.414
C 0.191 -1.547 0.166
N 0.527 1.762 0.280
N 1.079 -0.797 -0.258
O -1.348 1.102 -0.851
O -1.502 0.310 1.431
O -3.424 -0.048 -0.153
S -2.043 -0.082 0.197
H 2.660 1.899 0.769
H 3.251 -0.425 0.045
H 0.540 0.881 -1.644
H -1.609 -2.528 -0.069
H -1.240 -1.648 -1.441
H 0.297 -2.055 1.205
H -0.030 2.251 1.006
```

Calculated values
E_LUMO (alpha / beta): -5.31 / -5.31 eV
net charge: +1
ΔE to the lowest compared entry with this formula, charge and spin: 2.039 eV
HOMO (alpha / beta): -13.0187 / -13.0184 eV
gap between HOMO and LUMO (alpha / beta): 7.709 / 7.708 eV
E_tot: -927.7430 a.u.

***

(4)
Below is a cluster of 2 separate species, C6H16 in total in a non-equilibrium geometry, with properties calculated with ωB97M-V/def2-TZVPD.

```
22
C6H16 (ωB97M-V/def2-TZVPD)
C -0.665 1.743 -0.762
C -1.393 3.129 -0.696
C -1.674 0.664 -1.139
H -0.227 1.590 0.207
H 0.093 1.850 -1.535
H -2.465 2.996 -0.776
H -1.056 3.768 0.114
H -2.673 0.861 -0.739
H -1.508 -0.333 -0.729
H -1.192 3.683 -1.624
H -1.722 0.520 -2.217
C 1.186 -1.371 0.591
C 1.447 -2.728 -0.090
C 1.140 -1.455 2.102
H 2.092 -0.838 0.282
H 0.348 -0.789 0.207
H 0.633 -3.410 -0.207
H 2.112 -3.278 0.593
H 0.492 -2.226 2.492
H 2.123 -1.717 2.482
H 2.027 -2.594 -1.000
H 0.812 -0.550 2.622
```

Calculated values
E_LUMO: 1.08 eV
ΔE to the lowest compared entry with this formula, charge and spin: 0.745 eV
HOMO: -11.2175 eV
gap between HOMO and LUMO: 12.299 eV
E_tot: -238.1691 a.u.

***

(5)
Below is a structure of composition C31H47BrCl34I2N2O2PS in a non-equilibrium geometry, with properties calculated with ωB97M-V/def2-TZVPD.

```
121
C31H47BrCl34I2N2O2PS (ωB97M-V/def2-TZVPD)
C 1.022 3.537 6.513
C 1.174 3.938 5.028
C 2.176 2.998 4.316
C 1.705 2.538 2.905
N 1.988 1.120 2.677
C 0.901 0.220 2.334
P -0.232 0.334 3.836
S 0.359 -0.737 5.345
C 0.284 0.297 0.920
C 0.076 1.583 0.198
C 1.036 1.628 -1.024
C 2.354 2.336 -0.733
Br 0.093 2.527 -2.495
N -0.011 -0.869 0.490
C -0.816 -1.050 -0.718
C -2.256 -1.564 -0.394
C -2.995 -0.697 0.623
I -4.197 0.815 -0.340
C 0.527 -1.975 1.326
I -1.006 -2.799 2.693
C 0.896 -3.314 0.616
C 1.579 -3.325 -0.776
C 2.473 -4.570 -0.855
Cl 2.691 -5.189 -2.527
C 1.613 -1.145 2.064
C 2.917 -1.060 1.257
C 3.853 -2.276 1.385
C 4.815 -1.958 2.535
O 5.568 -1.096 2.500
O 4.680 -2.743 3.661
H 0.486 4.321 7.049
H 1.982 3.336 6.988
H 0.422 2.627 6.608
H 1.479 4.983 5.027
H 0.176 3.855 4.585
H 3.118 3.532 4.204
H 2.328 2.139 4.975
H 2.308 3.121 2.199
H 0.667 2.844 2.764
H 2.635 0.717 3.341
H -1.512 -0.114 3.415
H -0.424 1.662 4.258
H 0.133 2.467 0.821
H -0.946 1.540 -0.198
H 1.239 0.622 -1.389
H 2.220 3.420 -0.696
H 3.078 2.156 -1.510
H 2.779 1.992 0.209
H -0.404 -1.779 -1.412
H -0.960 -0.128 -1.278
H -2.752 -1.596 -1.364
H -2.145 -2.605 -0.086
H -3.612 -1.362 1.221
H -2.309 -0.188 1.296
H 1.419 -3.923 1.350
H -0.047 -3.838 0.476
H 2.085 -2.422 -1.102
H 0.799 -3.520 -1.516
H 3.443 -4.420 -0.391
H 1.991 -5.383 -0.313
H 1.872 -1.723 2.962
H 3.535 -0.212 1.535
H 2.640 -0.836 0.222
H 4.429 -2.341 0.462
H 3.367 -3.212 1.646
H 5.127 -3.587 3.488
C 4.226 -8.634 -3.636
Cl 4.176 -9.756 -4.999
Cl 3.818 -9.454 -2.125
Cl 5.814 -7.872 -3.515
H 3.489 -7.862 -3.806
C -3.382 4.259 -3.265
Cl -4.030 5.888 -3.141
Cl -4.685 3.083 -3.061
Cl -2.542 4.010 -4.798
H -2.671 4.121 -2.460
C 4.977 -0.408 -2.141
Cl 6.241 -1.613 -1.921
Cl 3.464 -1.171 -2.633
Cl 4.719 0.517 -0.661
H 5.284 0.275 -2.924
C -7.988 5.025 -2.872
Cl -8.249 4.600 -1.178
Cl -8.488 3.703 -3.933
Cl -8.843 6.516 -3.287
H -6.927 5.190 -3.018
C -5.440 3.472 3.074
Cl -6.271 3.792 4.592
Cl -6.203 4.342 1.743
Cl -3.726 3.904 3.197
H -5.506 2.412 2.865
C 3.308 -2.799 -6.834
Cl 5.037 -2.446 -6.842
Cl 2.872 -3.724 -5.393
Cl 2.365 -1.306 -6.947
H 3.082 -3.401 -7.702
C -12.085 2.568 -0.816
Cl -11.179 2.888 -2.296
Cl -11.925 0.876 -0.339
Cl -11.551 3.634 0.487
H -13.132 2.768 -1.007
C -5.122 7.760 0.264
Cl -6.216 7.587 -1.107
Cl -3.454 7.491 -0.255
Cl -5.304 9.331 1.032
H -5.372 6.996 0.991
C 7.065 -11.265 -1.919
Cl 7.013 -12.395 -3.269
Cl 6.655 -12.084 -0.408
Cl 8.655 -10.504 -1.801
H 6.329 -10.491 -2.097
C -3.997 9.155 5.161
Cl -4.291 8.716 6.844
Cl -4.541 7.871 4.078
Cl -4.791 10.679 4.765
H -2.931 9.282 5.026
C 3.782 -7.030 -7.789
Cl 3.313 -6.964 -6.085
Cl 3.241 -8.538 -8.519
Cl 3.138 -5.650 -8.684
H 4.862 -6.994 -7.841
```

Calculated values
E_LUMO: -4.34 eV
net charge: +1
HOMO: -11.3518 eV
gap between HOMO and LUMO: 7.016 eV
E_tot: -21024.5357 a.u.

***

(6)
Below is a structure of composition C6H9IN3 in a non-equilibrium geometry, with properties calculated with ωB97M-V/def2-TZVPD.

```
19
C6H9IN3 (ωB97M-V/def2-TZVPD)
C -0.718 -1.005 0.553
C 2.135 1.055 0.069
C -1.286 -3.124 0.153
C -1.464 0.124 0.716
C 0.513 1.183 -1.371
C 0.170 1.914 -0.255
N -1.105 -2.014 -0.305
N 1.743 0.671 -1.144
N 1.215 1.760 0.652
I -3.148 0.188 -0.393
H 0.304 -1.001 0.854
H 3.032 0.717 0.586
H -0.892 -3.457 1.086
H -1.883 -3.761 -0.411
H -1.319 0.921 1.439
H -0.236 0.849 -2.049
H -0.618 2.684 -0.025
H 2.308 0.006 -1.715
H 1.249 2.290 1.559
```

Calculated values
E_LUMO: -3.21 eV
net charge: +1
ΔE to the lowest compared entry with this formula, charge and spin: 1.963 eV
HOMO: -11.5711 eV
gap between HOMO and LUMO: 8.360 eV
E_tot: -695.6516 a.u.